(1)
The following is a DFT calculation (ωB97M-V/def2-TZVPD) of one molecule with the formula C23H32N2O6.

Structure (XYZ):
```
63
Properties=species:S:1:pos:R:3:nbo_charge:R:1
H -2.594 -1.260 -0.249 0.17
C -3.348 0.489 0.806 -0.39
C 4.666 0.400 0.545 -0.08
H -5.011 -1.270 -2.847 0.19
O -0.328 -0.024 -0.543 -0.64
C -2.145 1.326 0.334 -0.15
H -4.257 1.083 0.700 0.22
H 3.088 1.622 1.315 0.26
C 4.618 -0.010 -1.823 -0.13
H 2.995 0.868 -2.892 0.21
H -2.955 2.933 1.539 0.21
H -2.552 1.001 -1.764 0.25
C 6.462 -1.001 -0.518 0.78
H -1.459 2.234 2.171 0.24
H -1.826 4.340 0.033 0.19
C -1.974 2.543 1.263 -0.40
C 3.517 1.157 0.443 -0.32
H 8.386 -1.868 1.922 0.19
H -3.643 -3.581 -0.190 0.20
H -3.169 2.517 -1.117 0.21
H 1.400 2.089 -1.921 0.40
C 3.469 0.738 -1.929 -0.29
H 1.326 -0.427 1.163 0.20
H -0.434 1.809 -2.126 0.21
H -6.294 -2.308 -1.012 0.20
N -0.290 3.061 -0.453 -0.46
O 6.952 -1.104 0.732 -0.51
H 1.051 -2.767 2.007 0.22
H -5.198 -3.810 0.618 0.21
O 6.990 -1.526 -1.470 -0.60
C 8.140 -1.867 0.863 -0.26
C -1.035 2.534 -1.581 -0.22
C 2.900 1.332 -0.797 0.28
C 0.918 2.597 0.003 0.80
C 5.231 -0.191 -0.583 -0.23
H 5.063 -0.470 -2.692 0.24
O 1.256 2.733 1.162 -0.66
H -5.283 -1.401 1.183 0.20
C -0.913 0.425 0.413 0.84
H -0.622 -2.405 2.459 0.21
C -2.321 1.832 -1.101 -0.41
H 0.889 -0.439 2.896 0.19
C -4.333 -1.843 0.876 -0.42
H 7.980 -2.886 0.504 0.19
O -0.588 0.152 1.671 -0.52
H -0.136 -2.382 0.756 0.22
C 0.548 -0.686 1.888 -0.07
C -3.564 -0.817 0.034 0.10
C -1.166 3.638 0.549 -0.22
C 0.183 -2.158 1.771 -0.63
H -3.517 -2.056 -2.267 0.16
H -3.203 0.256 1.862 0.22
C -4.595 -3.100 0.049 -0.40
H 8.948 -1.415 0.283 0.19
O -4.284 -0.506 -1.147 -0.55
H 5.137 0.266 1.506 0.22
C -5.306 -2.711 -1.245 -0.43
H -5.428 -3.576 -1.898 0.21
H -1.286 3.361 -2.256 0.20
C -4.489 -1.637 -1.961 -0.06
H -0.551 4.187 1.262 0.24
N 1.739 2.068 -0.971 -0.63
H -3.757 -2.087 1.769 0.21
```

Summary:
- HOMO energy (eV) = -8.3247
- 2S+1 = 1
- structure (SMILES) = CCOC(=O)C1(C[C@H]2CCCCO2)CCN(C(=O)Nc2ccc(C(=O)OC)cc2)CC1
- Kohn-Sham gap (eV) = 9.042
- DFT total energy (a.u.) = -1456.65384

---

(2)
The following is a DFT calculation (ωB97M-V/def2-TZVPD) of a 2-piece molecular cluster, C2H2N3O2S overall at a distorted geometry.

Structure (XYZ):
```
10
Properties=species:S:1:pos:R:3:nbo_charge:R:1
S 4.620 -0.294 0.219 1.55
C 2.596 -0.700 -0.070 0.03
H -1.430 -1.225 -0.149 0.17
N 1.747 0.157 -0.104 -0.16
N 0.528 0.447 -0.091 -0.58
O 5.067 -0.116 -1.221 -0.98
N 0.294 -2.131 0.492 -0.45
H 0.209 1.043 -0.847 0.34
O 4.541 1.020 0.855 -0.97
C -0.419 -1.347 0.034 0.06
```

Summary:
- net charge = -1
- HOMO energy (eV) = -4.2006
- 2S+1 = 1
- Kohn-Sham gap (eV) = 7.988
- DFT total energy (a.u.) = -790.24270

---

(3)
The following is a DFT calculation (ωB97M-V/def2-TZVPD) of C8H16N as an isolated structure at a distorted geometry.

Structure (XYZ):
```
25
Properties=species:S:1:pos:R:3:nbo_charge:R:1
H -1.180 -0.766 1.370 0.24
H -2.383 -1.450 -1.408 0.23
C -2.389 0.872 0.355 -0.61
H 0.595 1.076 -1.876 0.23
C -0.097 0.069 -0.241 0.32
H -0.753 -0.157 -2.137 0.26
H -0.851 -2.087 -0.695 0.20
H -3.307 0.739 0.851 0.24
H 3.332 -0.104 -0.278 0.24
H 1.009 -0.537 -1.971 0.25
H 0.699 2.990 0.428 0.24
H 3.485 -0.928 1.223 0.25
H -2.496 -2.326 0.142 0.25
H 2.016 2.400 1.425 0.22
N 0.892 0.831 0.642 -0.30
H -2.744 1.013 -0.674 0.23
H 1.073 -0.915 1.727 0.23
C -1.928 -1.517 -0.443 -0.62
C 1.197 2.076 0.802 0.08
H 2.638 -1.654 -0.159 0.25
H -1.852 1.754 0.796 0.20
C 1.453 -0.383 0.951 0.00
C 0.223 0.122 -1.712 -0.68
C -1.434 -0.344 0.419 -0.29
C 2.801 -0.771 0.464 -0.67
```

Summary:
- net charge = +1
- HOMO energy (eV) = -13.0251
- 2S+1 = 1
- Kohn-Sham gap (eV) = 8.344
- DFT total energy (a.u.) = -368.76534

---

(4)
The following is a DFT calculation (ωB97M-V/def2-TZVPD) of one molecule with the formula C21H26N2O5S at a distorted geometry.

Structure (XYZ):
```
55
Properties=species:S:1:pos:R:3:nbo_charge:R:1
C -0.287 -2.163 1.318 -0.23
C 3.549 1.062 0.802 0.68
H -3.635 -2.834 -0.775 0.18
C 0.411 -0.971 1.343 -0.16
H 1.807 -1.304 -1.254 0.16
H 5.064 -0.869 1.024 0.25
O -0.135 3.840 -0.033 -0.94
H 2.798 2.694 -0.431 0.25
H 1.364 1.424 2.510 0.24
H 5.631 -0.696 -0.663 0.19
H 1.450 -0.932 1.053 0.20
H -2.016 1.064 2.503 0.21
C 0.580 1.487 1.749 -0.27
H -3.260 -1.058 2.472 0.21
C -1.530 0.160 2.165 -0.20
S 0.253 2.583 -0.611 2.32
C 2.681 -1.118 -1.898 -0.08
N 1.221 1.698 0.458 -0.67
O 3.619 -2.156 -1.732 -0.52
C 2.579 2.208 0.520 -0.33
C -4.835 1.553 0.189 -0.63
H 2.695 2.947 1.323 0.22
H -5.151 0.880 0.985 0.22
C -2.230 -1.035 2.148 -0.21
C -1.613 -2.196 1.717 -0.22
H 3.276 -2.412 0.287 0.16
O 0.979 2.610 -1.852 -0.95
C -0.207 0.205 1.752 -0.04
O 4.041 0.918 1.906 -0.63
C 4.101 -2.193 -0.408 -0.07
H -2.160 -3.127 1.704 0.21
C -1.031 0.290 -1.337 -0.14
H -0.065 2.343 1.985 0.22
C -1.175 1.537 -0.770 -0.37
C 3.277 0.255 -1.561 -0.26
C -3.348 -0.158 -0.878 0.41
H -2.467 2.958 0.131 0.24
H 4.828 -3.006 -0.369 0.20
H -4.141 -2.284 -2.398 0.18
C 4.758 -0.866 -0.023 -0.26
C -2.398 1.965 -0.286 -0.17
C -3.500 1.133 -0.335 -0.07
H 4.098 0.464 -2.259 0.20
H -4.797 2.569 0.571 0.22
N 3.813 0.219 -0.216 -0.43
H -5.583 1.493 -0.599 0.23
H 2.374 -1.149 -2.944 0.20
C -4.378 -2.255 -1.330 -0.25
H 2.508 1.018 -1.670 0.25
H -1.997 -1.541 -1.827 0.23
H 0.202 -3.071 0.995 0.21
H -5.366 -2.685 -1.171 0.20
H -0.073 -0.002 -1.733 0.23
O -4.460 -0.932 -0.853 -0.51
C -2.119 -0.563 -1.391 -0.31
```

Summary:
- HOMO energy (eV) = -8.8207
- 2S+1 = 1
- structure (SMILES) = COc1ccc(S(=O)(=O)N(CC(=O)N2CCOCC2)Cc2ccccc2)cc1C
- Kohn-Sham gap (eV) = 9.361
- DFT total energy (a.u.) = -1699.71137

---

(5)
The following is a DFT calculation (ωB97M-V/def2-TZVPD) of C24H19BBaN3O7S as an isolated structure at a distorted geometry.

Structure (XYZ):
```
56
Properties=species:S:1:pos:R:3:lowdin_charge:R:1
H 5.042 2.026 1.974 0.11
C -5.158 1.468 0.484 -0.19
H -5.806 0.650 -1.377 0.15
C -0.921 6.139 -2.833 -0.01
C -3.940 -0.836 -3.068 -0.35
H -4.954 -0.631 -3.366 0.06
O 0.398 0.448 2.212 -0.40
C -1.631 -1.529 -2.888 -0.43
O -0.844 4.039 -1.527 0.04
Ba 0.098 0.515 -0.027 1.99
O 2.845 1.157 0.585 -0.14
H 5.564 0.860 0.018 0.11
C 4.664 1.004 2.010 -0.11
H -6.681 3.265 2.859 0.09
O 0.897 -2.464 0.773 0.03
O 0.857 -1.060 3.804 0.02
H 3.498 -0.100 -0.934 0.15
O 1.368 -1.139 -0.948 -0.37
C 1.153 -0.375 2.831 -0.67
H 3.533 -1.991 1.040 0.15
H 2.645 1.785 2.553 0.16
C 0.125 5.936 -5.012 -0.13
C 3.131 0.992 1.988 -0.27
C -0.603 4.814 -2.609 -0.26
C -0.544 6.691 -4.056 -0.13
C 3.573 -0.005 0.145 -0.28
H 5.523 -0.688 0.869 0.11
H 3.204 -0.889 3.084 0.14
H 5.061 0.521 2.902 0.11
H -7.183 2.218 0.674 0.10
N -1.990 -0.868 -1.846 0.00
H -0.634 -1.928 -3.012 0.09
C -4.628 2.635 2.906 -0.09
C 2.611 -0.419 2.300 -0.10
H -1.440 6.720 -2.082 0.11
C 1.620 -1.661 0.189 -0.78
H -2.612 1.877 2.713 0.12
H -0.777 7.728 -4.264 0.09
C -3.599 1.962 2.278 0.01
N -3.043 0.655 0.216 0.15
H 0.968 4.003 -5.517 0.11
H -4.450 3.105 3.864 0.10
B -0.319 2.717 -1.767 -0.48
C -3.875 1.373 1.046 -0.21
C -5.904 2.726 2.332 -0.11
H 0.406 6.394 -5.953 0.09
O 0.249 2.805 -3.090 0.03
C -3.785 0.315 -0.805 -0.27
C 0.069 4.057 -3.568 -0.26
C 4.982 0.244 0.704 -0.10
S -2.871 -1.731 -4.068 1.01
N -5.073 0.779 -0.705 0.17
C -3.288 -0.462 -1.925 -0.32
C 2.876 -1.127 0.917 -0.11
C 0.445 4.599 -4.781 -0.01
C -6.196 2.144 1.112 -0.03
```

Summary:
- net charge = -1
- HOMO energy (eV) = -3.7301
- 2S+1 = 1
- Kohn-Sham gap (eV) = 5.703
- DFT total energy (a.u.) = -2065.68816

---

(6)
The following is a DFT calculation (ωB97M-V/def2-TZVPD) of C22H26Br2N3O3PbSb as an isolated structure.

Structure (XYZ):
```
58
Properties=species:S:1:pos:R:3:nbo_charge:R:1
C -0.214 2.379 2.849 -0.73
Sb -1.351 2.340 1.063 2.07
N 0.694 -2.357 -3.217 0.20
O -0.933 -1.509 -1.885 -0.69
N -0.138 -2.489 -2.284 0.18
H -0.898 2.079 3.642 0.26
H 0.877 -4.839 -3.066 0.25
C 3.474 -1.374 -0.209 -0.09
H -0.431 -7.035 0.371 0.24
H 1.120 4.020 2.298 0.22
H -0.344 4.545 3.147 0.22
H -4.908 3.729 2.098 0.27
H 4.222 -2.051 0.182 0.26
C 0.406 3.756 3.078 -0.64
H 0.749 -6.956 -1.798 0.24
C -3.823 3.640 2.060 -0.64
H 0.947 3.741 4.024 0.26
H 4.686 -0.674 -1.814 0.25
H 2.694 0.335 -3.970 0.27
H -3.791 1.483 1.642 0.26
C -0.369 -6.104 -0.176 -0.18
Pb -0.431 0.438 -2.782 1.48
N 1.536 0.314 -1.260 -0.57
C -1.758 4.150 -1.355 -0.63
H -0.484 4.724 0.323 0.26
H 2.350 1.876 -3.144 0.22
C 1.875 -2.006 1.613 -0.06
C -0.970 -4.962 0.332 -0.19
C 2.950 0.966 -3.114 -0.68
C -0.249 -0.911 1.660 -0.13
H -1.506 -5.002 1.271 0.23
C -0.717 3.845 -0.279 -0.77
C 1.289 -0.370 -0.099 0.09
H 0.224 3.477 -0.694 0.25
H 0.388 -2.396 3.089 0.27
H -2.669 4.571 -0.930 0.23
C 0.040 -0.171 0.546 0.29
O -0.837 0.744 0.007 -0.86
C 2.223 -1.270 0.448 -0.05
Br -1.929 -0.688 2.494 0.13
H -1.357 4.884 -2.053 0.26
H -2.033 3.265 -1.931 0.20
C -3.452 2.421 1.211 -0.73
C 0.296 -6.061 -1.395 -0.18
H -3.438 4.574 1.645 0.22
O 0.705 -1.195 -3.780 -0.63
H -3.469 3.545 3.088 0.23
C 0.658 -1.835 2.207 -0.26
H -1.387 -2.873 -0.006 0.23
C 0.373 -4.879 -2.112 -0.22
C 2.721 0.212 -1.842 0.32
H -3.826 2.496 0.190 0.26
Br 3.077 -3.241 2.355 0.16
H 0.535 1.594 2.736 0.26
C 3.730 -0.620 -1.312 -0.24
H 3.998 1.241 -3.218 0.26
C -0.903 -3.767 -0.370 -0.25
C -0.223 -3.748 -1.575 0.14
```

Summary:
- net charge = +2
- HOMO energy (eV) = -14.0301
- 2S+1 = 1
- Kohn-Sham gap (eV) = 7.943
- DFT total energy (a.u.) = -6824.43449

---

(7)
The following is a DFT calculation (ωB97M-V/def2-TZVPD) of a 6-piece molecular cluster, C21H31N6O10 overall at a distorted geometry.

Structure (XYZ):
```
68
Properties=species:S:1:pos:R:3:nbo_charge:R:1
H 2.613 -37.475 -40.487 0.22
H 6.064 -34.281 -30.375 0.22
H 2.550 -33.680 -35.718 0.26
H 7.348 -40.648 -37.662 0.21
C 9.089 -36.962 -30.761 -0.41
O -0.012 -37.525 -34.778 -0.30
H 8.551 -37.254 -33.242 0.23
H 3.103 -35.843 -38.449 0.25
H 5.979 -41.040 -38.668 0.19
C 6.454 -40.291 -38.011 -0.37
C 0.785 -38.063 -36.895 0.01
C 5.558 -34.138 -31.316 -0.39
H 9.973 -37.731 -30.866 0.20
H 5.680 -37.462 -30.653 0.17
O 6.754 -37.220 -29.117 -0.68
C 1.670 -30.416 -36.872 -0.21
H 6.112 -34.954 -31.792 0.22
C 5.582 -41.194 -35.844 0.50
C 6.686 -37.344 -30.386 0.49
H 6.407 -39.494 -38.459 0.18
H 6.614 -36.661 -33.023 0.26
H 5.655 -38.306 -35.812 0.21
O 6.542 -30.462 -35.683 -0.40
H 4.371 -36.182 -32.334 0.11
H 5.229 -40.910 -34.773 0.14
H 9.647 -36.044 -31.205 0.20
C 2.018 -37.608 -39.500 -0.20
O 3.932 -35.835 -35.103 -0.52
C 4.275 -30.554 -36.454 0.01
O -0.321 -39.650 -35.435 -0.45
H 2.023 -36.382 -35.970 0.31
H 0.982 -39.209 -40.181 0.20
N 5.654 -40.236 -36.796 -0.40
O 6.336 -42.200 -35.887 -0.67
H 3.516 -32.673 -30.760 0.18
H 2.244 -33.822 -30.653 0.23
C 5.049 -38.894 -36.596 -0.39
C 0.448 -38.960 -38.063 -0.13
C 4.158 -31.988 -35.975 -0.18
C 3.237 -33.614 -30.408 -0.41
H 3.355 -33.486 -29.311 0.19
H 5.069 -32.508 -35.679 0.27
O 5.204 -35.383 -36.873 -0.56
N 4.051 -34.491 -31.164 -0.43
C 7.589 -37.399 -32.650 -0.48
N 0.138 -38.409 -35.588 0.49
N 4.998 -35.520 -35.620 0.70
H 5.537 -33.417 -31.896 0.19
H 0.858 -29.786 -37.082 0.21
H 7.395 -38.477 -33.128 0.21
O 6.030 -35.430 -34.876 -0.58
C 3.514 -35.497 -31.904 0.54
C 1.786 -36.907 -37.012 -0.19
C 2.726 -32.649 -36.198 -0.18
O 5.778 -28.804 -36.724 -0.36
N 7.671 -37.192 -31.167 -0.42
H 9.126 -36.829 -29.792 0.22
C 1.475 -31.752 -36.541 -0.21
H -0.165 -39.677 -37.827 0.21
N 5.673 -29.896 -36.352 0.53
H 4.856 -38.458 -37.380 0.18
C 3.069 -29.681 -36.714 -0.16
O 2.318 -35.826 -32.020 -0.64
H 0.504 -32.128 -36.455 0.22
C 2.457 -36.676 -38.379 -0.19
H 3.416 -28.807 -36.814 0.20
C 1.220 -38.712 -39.364 -0.23
H 4.305 -38.984 -35.807 0.22
```

Summary:
- net charge = -1
- HOMO energy (eV) = -6.0100
- 2S+1 = 1
- Kohn-Sham gap (eV) = 7.433
- DFT total energy (a.u.) = -1899.02985

---

(8)
The following is a DFT calculation (ωB97M-V/def2-TZVPD) of a 2-piece molecular cluster, C4H12N2 overall at a distorted geometry.

Structure (XYZ):
```
18
Properties=species:S:1:pos:R:3:nbo_charge:R:1
H 0.064 -1.443 0.043 0.19
H 0.906 2.856 1.408 0.18
H -2.568 -1.516 -1.200 0.35
C 2.411 3.605 0.125 -0.55
H 1.518 1.551 -1.155 0.38
H -1.167 -1.933 -1.973 0.36
H -2.236 -3.361 0.599 0.20
C -1.016 -1.609 0.105 -0.22
H 0.024 1.443 -0.214 0.40
H -0.834 -2.985 1.733 0.21
H -0.699 -3.802 0.154 0.20
C 1.454 2.731 0.486 0.03
H 2.972 3.538 -0.798 0.19
H -1.420 -0.905 0.831 0.18
H 2.389 4.525 0.693 0.21
N 0.977 1.706 -0.333 -0.84
N -1.565 -1.401 -1.220 -0.85
C -1.209 -3.001 0.718 -0.63
```

Summary:
- HOMO energy (eV) = -7.9143
- 2S+1 = 1
- structure (SMILES) = C=CN.CCN
- Kohn-Sham gap (eV) = 8.925
- DFT total energy (a.u.) = -269.06486

---

(9)
The following is a DFT calculation (ωB97M-V/def2-TZVPD) of one molecule with the formula C5H10OS at a distorted geometry.

Structure (XYZ):
```
17
Properties=species:S:1:pos:R:3:nbo_charge:R:1
H -0.193 -0.468 0.690 0.20
H -2.838 -2.845 0.825 0.24
H 2.730 0.964 -0.147 0.10
H -0.809 1.123 -1.402 0.23
C -1.883 -2.407 0.549 -0.77
H 0.000 2.264 0.691 0.23
C -0.121 -0.552 -0.403 -0.51
H 0.888 0.782 -1.812 0.21
S -1.829 -1.188 -0.741 0.18
H 0.916 2.769 -0.623 0.23
C 0.710 1.867 -0.033 -0.51
H 0.588 -1.361 -0.563 0.22
C 0.161 0.826 -0.998 -0.42
C 2.077 1.515 0.543 0.44
H -1.558 -1.903 1.468 0.21
O 2.394 1.862 1.638 -0.51
H -1.235 -3.247 0.317 0.21
```

Summary:
- HOMO energy (eV) = -8.6580
- 2S+1 = 1
- structure (SMILES) = CSCCCC=O
- Kohn-Sham gap (eV) = 9.606
- DFT total energy (a.u.) = -669.90323

---

(10)
The following is a DFT calculation (ωB97M-V/def2-TZVPD) of CH2NO3PS as an isolated structure at a distorted geometry.

Structure (XYZ):
```
9
Properties=species:S:1:pos:R:3:nbo_charge:R:1
O -0.710 1.287 -0.136 -0.54
P 0.225 -0.675 0.031 2.40
O -0.260 -1.163 -1.250 -1.06
S -3.228 0.348 0.020 0.21
H 2.226 0.031 -0.849 0.42
N 1.741 -0.084 0.023 -1.20
C -1.810 0.899 -0.054 0.42
O -0.339 -0.912 1.350 -1.07
H 2.154 0.268 0.866 0.42
```

Summary:
- HOMO energy (eV) = -11.0444
- 2S+1 = 1
- Kohn-Sham gap (eV) = 11.308
- DFT total energy (a.u.) = -1059.40593

---

Computed values of energy relative to the best compared isomer or geometry (same formula, charge and spin) (unit: kcal per mole) for the preceding records, in sequence: 0.1, 108.1, 107.4, 70.4, 32.7, 0.0, 96.3, 32.3, 20.8, 0.0.